P) {"formula": "C30H80O10", "method": "wB97M-V/def2-TZVPD", "elements": ["O", "O", "O", "O", "O", "O", "O", "O", "O", "O", "C", "C", "C", "C", "C", "C", "C", "C", "C", "C", "C", "C", "C", "C", "C", "C", "C", "C", "C", "C", "C", "C", "C", "C", "C", "C", "C", "C", "C", "C", "H", "H", "H", "H", "H", "H", "H", "H", "H", "H", "H", "H", "H", "H", "H", "H", "H", "H", "H", "H", "H", "H", "H", "H", "H", "H", "H", "H", "H", "H", "H", "H", "H", "H", "H", "H", "H", "H", "H", "H", "H", "H", "H", "H", "H", "H", "H", "H", "H", "H", "H", "H", "H", "H", "H", "H", "H", "H", "H", "H", "H", "H", "H", "H", "H", "H", "H", "H", "H", "H", "H", "H", "H", "H", "H", "H", "H", "H", "H", "H"], "coordinates": [[-6.024, -1.153, -1.072], [0.791, -4.094, -4.001], [3.259, 1.956, 2.882], [-2.428, 3.755, -3.367], [-0.409, 0.911, 6.647], [2.331, -0.184, 0.715], [-4.385, 2.257, 3.882], [3.339, -2.671, -0.417], [0.957, 3.954, -3.470], [0.243, -6.314, -2.246], [4.023, -2.336, -1.588], [0.220, 0.881, 1.406], [-3.303, 4.015, -2.281], [5.186, 2.612, 4.110], [-4.120, -1.079, 0.547], [-4.441, 0.663, -1.237], [3.077, -1.494, -2.428], [1.354, -7.934, -0.943], [1.406, 2.684, -2.912], [4.548, 2.481, 2.693], [-2.612, 2.513, 2.293], [0.796, 1.221, 5.946], [0.321, 1.626, -3.121], [4.415, -3.673, -2.175], [-3.668, 3.190, 3.199], [1.210, -5.356, -0.174], [-2.533, 3.906, -0.984], [-4.582, 4.025, 2.348], [-4.639, -0.777, -0.855], [0.636, 2.483, 5.201], [0.388, -1.284, 0.075], [-0.500, -3.583, -4.363], [1.059, 0.025, 5.043], [1.031, -0.445, 1.206], [-3.897, 5.367, -2.536], [-1.092, -2.869, -3.099], [5.335, 1.574, 1.701], [1.668, 3.027, -1.454], [-1.385, -4.641, -4.945], [1.351, -6.429, -1.345], [2.366, 3.841, -1.260], [2.254, 2.219, -1.016], [-4.686, -0.651, 1.374], [-2.382, -4.336, -5.263], [4.901, -3.434, -3.120], [-4.402, 5.434, -3.499], [6.353, 1.844, 1.421], [-1.867, 1.922, 2.825], [2.741, 2.701, 3.196], [-3.266, 6.215, -2.271], [-1.949, 2.989, -0.903], [-0.187, 0.876, 7.580], [-0.351, 2.519, 4.741], [-1.276, -3.456, -2.199], [0.419, -5.591, 0.538], [0.017, 3.982, -3.276], [-3.991, -2.145, 0.735], [1.074, -0.900, 5.619], [2.344, 2.439, -3.410], [-2.927, 3.673, -4.183], [2.079, -1.883, -2.631], [3.059, -1.930, 0.126], [-3.383, 0.886, -1.096], [1.403, 2.690, 4.455], [5.297, 0.517, 1.964], [-0.327, -2.894, -5.190], [-3.259, 4.113, -0.198], [-0.765, 0.531, 1.713], [4.808, 1.474, 0.752], [-1.758, 4.672, -1.018], [-4.652, 0.853, -2.290], [6.239, 2.872, 3.999], [1.581, 1.275, 6.700], [0.537, 1.390, 2.317], [0.846, 0.679, -2.997], [-3.960, 4.726, 1.792], [-1.927, 3.250, 1.874], [-0.442, -2.085, -2.709], [-4.641, 5.449, -1.744], [0.361, -6.888, -3.007], [-0.513, -1.640, 0.576], [3.579, -1.273, -3.370], [-3.885, 1.769, 4.540], [-3.130, -0.622, 0.533], [-5.353, 4.468, 2.979], [1.955, 0.162, 4.438], [-5.075, 1.364, -0.694], [2.111, -8.026, -0.165], [4.556, 3.538, 2.428], [1.045, -4.427, -0.719], [0.210, 1.644, 0.628], [-3.239, 3.775, 4.014], [-4.118, 3.314, -2.458], [0.587, 3.303, 5.917], [0.743, 3.173, -0.897], [2.206, -6.115, -1.943], [1.077, -1.091, 2.083], [3.685, -4.482, -2.226], [2.778, 0.341, 1.383], [-0.874, -5.180, -5.744], [-0.040, 1.522, -4.145], [-4.050, -1.438, -1.491], [-5.083, 3.372, 1.633], [5.039, 1.685, 4.663], [0.258, -0.144, 4.324], [4.753, 3.432, 4.682], [1.017, -2.138, -0.173], [0.746, -4.832, -3.389], [-2.992, 1.750, 1.615], [2.161, -5.339, 0.358], [0.377, -8.161, -0.517], [4.968, -1.835, -1.379], [-6.622, -0.582, -0.586], [2.971, -0.548, -1.898], [-0.411, 1.795, -2.331], [-2.020, -2.404, -3.432], [0.086, -0.654, -0.761], [-1.592, -5.399, -4.190], [5.283, -4.200, -1.779], [1.593, -8.527, -1.826]], "charge": 0, "smiles": "CC(C)O.CC(C)O.CC(C)O.CC(C)O.CC(C)O.CC(C)O.CC(C)O.CC(C)O.CC(C)O.CC(C)O", "e_homo_ev": -9.55, "homo_lumo_gap_ev": 9.95}


Q) {"formula": "C30H80O10", "method": "wB97M-V/def2-TZVPD", "elements": ["O", "O", "O", "O", "O", "O", "O", "O", "O", "O", "C", "C", "C", "C", "C", "C", "C", "C", "C", "C", "C", "C", "C", "C", "C", "C", "C", "C", "C", "C", "C", "C", "C", "C", "C", "C", "C", "C", "C", "C", "H", "H", "H", "H", "H", "H", "H", "H", "H", "H", "H", "H", "H", "H", "H", "H", "H", "H", "H", "H", "H", "H", "H", "H", "H", "H", "H", "H", "H", "H", "H", "H", "H", "H", "H", "H", "H", "H", "H", "H", "H", "H", "H", "H", "H", "H", "H", "H", "H", "H", "H", "H", "H", "H", "H", "H", "H", "H", "H", "H", "H", "H", "H", "H", "H", "H", "H", "H", "H", "H", "H", "H", "H", "H", "H", "H", "H", "H", "H", "H"], "coordinates": [[22.524, 2.915, -19.684], [8.631, 6.897, -24.418], [17.378, 9.584, -17.803], [10.880, 7.076, -32.187], [5.861, 2.297, -17.361], [9.202, 11.654, -24.321], [18.304, 10.303, -28.549], [11.976, 5.806, -21.255], [9.080, -1.309, -14.829], [17.903, -1.434, -19.154], [19.117, 9.248, -26.635], [6.360, 5.987, -24.779], [21.356, 4.237, -21.498], [11.224, -0.460, -15.151], [13.190, 3.725, -21.191], [18.820, -2.657, -17.321], [18.669, 10.111, -17.833], [7.026, 4.261, -16.706], [16.696, 9.945, -26.958], [18.593, -2.594, -18.808], [19.933, -2.510, -19.540], [11.761, 6.940, -30.014], [7.877, 6.007, -25.126], [10.906, -2.875, -15.477], [22.270, 3.062, -21.114], [17.945, 9.326, -27.613], [23.741, 3.408, -21.682], [8.304, 4.552, -24.935], [14.103, 5.670, -22.480], [10.469, -1.637, -14.669], [18.868, 11.279, -16.836], [12.028, 9.056, -31.373], [11.223, 11.886, -23.057], [5.630, 4.211, -18.873], [11.976, 7.553, -31.413], [6.549, 3.423, -17.902], [13.285, 5.210, -21.256], [11.085, 11.951, -25.591], [19.058, 10.477, -19.272], [10.425, 12.401, -24.337], [5.828, 5.315, -25.452], [18.584, 10.987, -15.825], [19.323, 9.284, -17.560], [12.855, 9.505, -30.823], [6.177, 5.606, -23.774], [11.394, 0.198, -14.299], [17.820, -2.504, -16.916], [7.685, 5.055, -17.058], [19.399, -1.797, -16.984], [21.860, 2.198, -21.637], [10.434, -3.793, -15.127], [18.492, 11.385, -19.483], [20.138, 10.560, -19.393], [18.053, 9.830, -29.346], [7.504, 3.273, -18.406], [11.990, -2.974, -15.411], [20.317, 3.965, -21.314], [11.939, 9.509, -32.361], [9.344, 4.265, -25.092], [18.078, -3.493, -19.146], [18.666, 9.780, -20.012], [10.725, -1.743, -13.614], [11.424, 5.550, -20.512], [16.534, 9.414, -26.020], [11.181, 9.333, -30.745], [23.843, 3.476, -22.765], [12.307, 7.340, -29.160], [20.072, 9.120, -27.144], [17.483, 8.697, -17.452], [24.377, 2.544, -21.487], [13.841, 5.628, -20.417], [5.946, 6.994, -24.832], [6.127, 5.123, -19.203], [12.248, 12.253, -23.118], [11.322, 10.804, -22.968], [16.867, 10.971, -26.631], [19.205, -3.647, -17.079], [10.702, -2.767, -16.542], [10.482, 12.308, -26.426], [10.158, 13.453, -24.437], [20.598, -1.958, -18.875], [6.239, 4.793, -16.173], [10.655, 0.128, -15.872], [12.256, 5.977, -30.134], [10.970, 6.133, -32.029], [10.730, 6.663, -29.794], [13.429, 5.802, -23.327], [7.941, 6.301, -26.173], [19.914, 11.539, -16.673], [23.198, 2.247, -19.540], [19.006, 10.045, -25.900], [12.929, 7.179, -31.786], [12.045, 12.464, -25.659], [11.212, 10.872, -25.672], [21.314, 4.310, -22.585], [7.622, 3.680, -16.002], [19.862, -2.219, -20.588], [7.763, 3.999, -25.702], [21.638, 5.197, -21.066], [8.038, 4.117, -23.972], [17.740, 8.361, -28.076], [14.404, 6.714, -22.401], [12.657, 3.293, -20.344], [14.224, 3.382, -21.150], [18.340, 12.189, -17.120], [18.081, -1.218, -20.073], [20.345, -3.519, -19.535], [9.378, 10.731, -24.516], [4.816, 4.590, -18.255], [10.701, 12.327, -22.208], [24.278, 4.250, -21.245], [5.271, 3.616, -19.713], [12.699, 3.409, -22.112], [12.208, -0.699, -15.554], [8.636, -2.017, -14.357], [6.466, 1.674, -16.951], [9.232, 6.420, -23.840], [14.976, 5.089, -22.778], [15.735, 9.973, -27.471], [18.996, 8.379, -25.989]], "charge": 0, "smiles": "CC(C)O.CC(C)O.CC(C)O.CC(C)O.CC(C)O.CC(C)O.CC(C)O.CC(C)O.CC(C)O.CC(C)O", "e_homo_ev": -9.63, "homo_lumo_gap_ev": 9.80}


Which of them is least stable? Easy: Q).